# 1
The following is a quantum chemistry calculation of a molecular structure, C26H36AsN5PdSi2, from OMol25.

Element x y z (Å)
Pd: 0.359 -0.927 -0.160
As: 0.643 -2.790 -1.636
Si: -1.505 -3.581 -1.860
Si: 1.057 -3.001 0.794
N: -2.380 0.743 0.457
N: 0.376 1.785 0.045
N: -1.464 -0.039 1.058
N: 2.762 0.090 -0.183
N: 3.274 1.315 0.031
C: -0.091 -4.345 1.530
C: 4.451 1.491 -0.622
C: 2.733 -3.918 0.822
C: -3.529 -0.595 1.774
C: -1.476 -5.454 -2.274
C: 2.994 4.123 2.423
C: -0.716 2.323 -0.558
C: -4.035 3.852 -2.980
C: -3.638 0.440 0.882
C: -0.596 3.451 -1.409
C: 1.227 2.560 0.734
C: -2.026 1.783 -0.470
C: 1.644 4.447 2.279
C: 3.628 -0.520 -0.975
C: -3.055 2.289 -1.260
C: -2.315 -2.848 -3.421
C: -2.898 3.372 -2.109
C: 4.721 0.319 -1.284
C: 3.909 4.880 3.354
C: 1.337 -1.912 2.405
C: 0.802 3.703 1.477
C: -2.146 -0.839 1.862
C: 3.445 3.036 1.687
C: 2.624 2.293 0.850
C: -1.638 3.965 -2.151
C: -2.906 -3.431 -0.599
H: 5.564 0.106 -1.921
H: -1.604 -2.886 -4.255
H: -1.057 -6.036 -1.443
H: -1.467 4.819 -2.801
H: 4.491 2.746 1.759
H: 1.241 5.292 2.832
H: -0.246 3.970 1.406
H: 3.056 -4.061 1.865
H: 0.760 -0.983 2.421
H: -4.331 -1.106 2.282
H: 0.390 3.894 -1.480
H: -4.105 3.284 -3.914
H: 3.406 -1.518 -1.322
H: -2.477 -5.851 -2.511
H: -4.029 1.814 -1.226
H: 2.393 -1.628 2.480
H: -1.617 -1.576 2.444
H: -4.995 3.754 -2.468
H: -3.212 -3.422 -3.698
H: 4.972 2.434 -0.591
H: -0.989 -3.906 1.986
H: -0.413 -5.070 0.775
H: 0.458 -4.882 2.319
H: -4.509 0.965 0.533
H: -0.823 -5.610 -3.141
H: -2.640 -3.849 0.375
H: 2.629 -4.899 0.342
H: -3.779 -3.971 -0.986
H: -3.183 -2.380 -0.446
H: 3.520 -3.368 0.292
H: 1.074 -2.494 3.304
H: 3.541 5.896 3.520
H: 4.920 4.956 2.946
H: -2.598 -1.799 -3.278
H: -3.905 4.903 -3.247
H: 3.993 4.401 4.337

Summary:
**Total charge**: -2
**Orbital gap**: 4.413 eV
**Highest occupied orbital energy**: 0.18 eV
**Energy above the lowest of the compared OMol25 structures with the same formula, charge and spin**: 40.02 kcal/mol
**Energy**: -115071.327 eV
**Maximum force**: 0.0089 hartree/bohr

Charges in e, computed with Löwdin, in the same order as the atoms: Pd 0.084; As 0.533; Si 0.041; Si 0.064; N -0.063; N 0.054; N 0.024; N 0.067; N -0.091; C -0.270; C -0.104; C -0.295; C -0.091; C -0.282; C -0.323; C -0.260; C -0.082; C -0.097; C -0.032; C -0.256; C -0.101; C -0.089; C -0.178; C -0.015; C -0.284; C -0.312; C -0.088; C -0.090; C -0.268; C -0.034; C -0.167; C -0.024; C -0.120; C -0.080; C -0.242; H 0.072; H 0.001; H -0.004; H 0.096; H 0.109; H 0.094; H 0.102; H 0.006; H -0.024; H 0.082; H 0.110; H 0.070; H 0.048; H 0.001; H 0.097; H -0.001; H 0.089; H 0.063; H 0.004; H 0.105; H -0.006; H -0.008; H 0.008; H 0.097; H 0.001; H -0.002; H 0.002; H 0.011; H 0.002; H -0.008; H 0.002; H 0.060; H 0.061; H 0.007; H 0.061; H 0.065

# 2
The following is a quantum chemistry calculation of 7 unconnected molecules or ions with the total composition C34H89N7O10 at a distorted geometry, from OMol25.

Element x y z (Å)
O: 0.004 3.048 -0.639
O: -1.255 3.320 5.955
O: -2.375 8.925 -7.995
O: 2.420 -5.399 4.349
O: 4.992 -2.221 -3.755
O: -1.616 0.081 -5.045
O: -3.283 -2.944 3.019
O: -4.244 5.943 -3.846
O: -1.808 -0.632 6.414
O: 3.260 -1.229 1.046
N: -3.345 -2.176 -4.093
N: -2.834 6.276 -6.608
N: 0.509 -0.527 -0.040
N: -1.307 -5.461 0.996
N: 7.739 -2.654 -3.724
N: 1.277 -5.443 7.993
N: -1.572 1.018 4.254
C: 2.191 -5.259 6.801
C: -0.674 3.145 4.651
C: -1.438 -0.398 3.963
C: 1.827 -5.897 3.115
C: -2.448 0.015 -3.871
C: 0.466 1.772 -1.092
C: -1.570 4.682 6.276
C: -1.034 -1.108 5.296
C: -1.680 -4.201 1.738
C: 3.019 -0.594 -0.229
C: -1.141 -0.174 7.520
C: -1.813 10.092 -8.672
C: -0.280 1.665 4.547
C: 5.488 -3.173 -2.863
C: -4.281 6.135 -2.456
C: 0.382 0.905 0.133
C: -3.162 -4.077 2.191
C: 1.590 -5.867 5.436
C: 1.640 -0.979 -0.863
C: -1.883 8.637 -6.683
C: -1.239 -1.982 -2.839
C: -2.636 7.516 -5.911
C: 3.799 -2.568 0.903
C: -3.173 5.022 -5.890
C: -1.110 1.322 -5.278
C: -0.070 4.088 -1.613
C: 3.622 -2.434 -4.099
C: 3.593 -5.862 7.083
C: 6.979 -2.961 -2.516
C: -2.592 -1.357 -3.165
C: 7.285 -1.772 -1.550
C: -4.524 -2.817 3.734
C: -3.135 5.119 -4.366
C: -1.270 -3.108 0.731
H: -3.418 6.405 -7.422
H: 5.487 -4.190 -3.256
H: 4.160 -5.405 7.895
H: -0.449 1.140 -6.125
H: 1.557 -6.956 5.431
H: -0.629 0.977 0.534
H: -1.867 0.157 8.264
H: 6.920 -0.780 -1.817
H: 0.758 -5.695 3.052
H: 0.029 -0.881 5.375
H: 4.888 -2.520 0.925
H: -0.793 9.835 -8.959
H: -0.636 -2.170 -3.727
H: -2.120 5.177 5.475
H: -3.413 0.476 -4.082
H: -0.819 8.423 -6.791
H: -3.631 7.923 -5.729
H: 3.259 -3.117 0.131
H: 4.900 -3.312 -1.956
H: 4.246 -5.713 6.223
H: 0.562 -5.520 5.330
H: -0.507 1.564 -4.403
H: -1.389 3.579 3.952
H: -1.989 -3.084 -0.088
H: -1.441 -6.158 1.715
H: -3.274 4.105 -3.992
H: 2.999 -2.129 -3.257
H: -2.012 1.171 5.150
H: -3.214 -1.181 -2.288
H: -1.400 -2.132 1.197
H: -0.320 -3.177 0.202
H: 2.254 -5.404 2.242
H: 0.109 1.410 5.533
H: 0.345 1.639 3.655
H: -2.149 0.683 -3.063
H: -2.014 -5.694 0.313
H: -4.061 -1.482 -4.252
H: -2.858 -2.339 -4.963
H: 3.257 -1.786 -4.896
H: -0.391 0.543 7.187
H: 0.325 -5.141 7.847
H: 2.166 -4.213 6.495
H: -2.251 5.596 -3.942
H: 1.556 -0.782 -1.932
H: -1.834 10.947 -7.996
H: 7.228 -1.835 -4.023
H: -4.598 -1.803 4.127
H: -0.128 1.344 -1.899
H: 6.711 -2.000 -0.652
H: -5.172 6.762 -2.465
H: 0.662 -1.074 0.795
H: 3.837 -0.839 -0.907
H: 8.341 -1.799 -1.282
H: -3.538 -4.963 2.702
H: -2.485 4.274 -6.283
H: -1.777 9.479 -5.998
H: -0.510 3.841 -2.579
H: 3.445 -3.491 -4.294
H: 0.240 3.734 4.732
H: 1.266 -6.288 8.547
H: 2.116 -6.939 2.975
H: -4.488 5.244 -1.863
H: -2.387 10.311 -9.572
H: -0.599 -1.016 7.950
H: -0.530 4.954 -1.136
H: 3.508 -6.883 7.456
H: -2.402 -0.772 3.618
H: -4.189 4.745 -6.171
H: -1.188 -2.178 5.160
H: 7.373 -3.890 -2.104
H: -3.777 -3.897 1.309
H: -5.338 -2.863 3.011
H: -3.530 6.682 -1.886
H: -2.209 4.691 7.160
H: 0.980 1.248 0.977
H: -2.074 7.421 -4.982
H: 7.344 -3.346 -4.345
H: -1.388 -2.960 -2.382
H: 3.472 -3.048 1.825
H: -1.823 2.106 -5.531
H: -0.667 -1.360 -2.150
H: 1.466 2.001 -1.460
H: 2.953 0.494 -0.221
H: -0.561 -0.469 3.320
H: -0.695 5.300 6.475
H: 1.554 -2.064 -0.796
H: -0.967 -4.057 2.550
H: -4.573 -3.463 4.610
H: 0.910 4.423 -1.951

Summary:
**Total charge**: 0
**Orbital gap**: 8.809 eV
**Highest occupied orbital energy**: -8.26 eV
**Structure (SMILES)**: COC[C@H](C)N.COC[C@H](C)N.COC[C@H](C)N.COC[C@H](C)N.COCCNCCOC.COCCNCCOC.COCCNCCOC
**Energy above the lowest of the compared OMol25 structures with the same formula, charge and spin**: 92.19 kcal/mol
**Energy**: -67596.000 eV
**Maximum force**: 0.0696 hartree/bohr

These are the Löwdin partial charges, in e, on atoms 1 to 99: O -0.189; O -0.222; O -0.207; O -0.200; O -0.179; O -0.170; O -0.226; O -0.204; O -0.203; O -0.191; N 0.032; N -0.061; N -0.063; N 0.035; N 0.034; N 0.022; N -0.063; C -0.357; C -0.206; C -0.178; C -0.089; C -0.199; C -0.203; C -0.104; C -0.177; C -0.377; C -0.186; C -0.127; C -0.075; C -0.183; C -0.237; C -0.136; C -0.211; C -0.196; C -0.201; C -0.216; C -0.225; C -0.052; C -0.214; C -0.075; C -0.173; C -0.137; C -0.103; C -0.073; C -0.064; C -0.414; C -0.420; C -0.054; C -0.077; C -0.184; C -0.078; H 0.109; H 0.117; H 0.066; H 0.098; H 0.115; H 0.123; H 0.099; H 0.078; H 0.060; H 0.111; H 0.081; H 0.080; H 0.081; H 0.079; H 0.119; H 0.110; H 0.115; H 0.078; H 0.108; H 0.072; H 0.103; H 0.078; H 0.123; H 0.065; H 0.052; H 0.110; H 0.062; H 0.089; H 0.140; H 0.063; H 0.065; H 0.072; H 0.098; H 0.117; H 0.103; H 0.065; H 0.060; H 0.074; H 0.092; H 0.071; H 0.052; H 0.124; H 0.103; H 0.100; H 0.080; H 0.060; H 0.081; H 0.104

# 3
The following is a quantum chemistry calculation of a gas-phase ion, C5H12N (charge +1) at a distorted geometry, from OMol25.

Element x y z (Å)
N: -1.278 -0.223 2.011
C: 0.292 0.582 0.162
C: 1.260 1.485 -2.194
C: 0.619 0.323 -1.412
C: -0.409 -1.857 0.505
C: -0.456 -0.602 0.841
H: -2.291 -0.210 1.735
H: 1.288 1.212 -3.301
H: -0.159 1.602 0.225
H: -1.106 0.846 2.334
H: 1.312 0.872 0.670
H: 2.328 1.752 -1.907
H: 0.446 -2.298 0.072
H: 0.422 2.268 -2.075
H: -0.996 -2.829 0.718
H: -0.377 0.064 -1.667
H: -1.078 -0.779 2.810
H: 1.321 -0.538 -1.111

Summary:
**Total charge**: +1
**Orbital gap**: 10.480 eV
**Highest occupied orbital energy**: -14.37 eV
**Structure (SMILES)**: C=C([NH3+])CCC
**Energy above the lowest of the compared OMol25 structures with the same formula, charge and spin**: 77.35 kcal/mol
**Energy**: -6860.204 eV
**Maximum force**: 0.0943 hartree/bohr

Charges in e, computed with Löwdin, in the same order as the atoms: N 0.208; C -0.172; C -0.104; C -0.254; C 0.090; C -0.314; H 0.196; H 0.092; H 0.109; H 0.242; H 0.150; H 0.097; H 0.073; H 0.098; H 0.133; H 0.086; H 0.149; H 0.121

# 4
The following is a quantum chemistry calculation of 4 unconnected molecules or ions with the total composition C2H12O3S2 at a distorted geometry, from OMol25.

Element x y z (Å)
S: -0.816 0.938 -1.119
S: -0.474 -0.418 -2.649
O: 2.804 1.103 -1.890
O: -0.005 -3.991 -0.267
O: 2.453 3.097 3.277
C: -2.336 -0.912 0.391
C: -1.642 0.436 0.538
H: 3.339 1.156 -2.680
H: 0.638 -3.520 0.272
H: 1.591 3.435 3.530
H: 0.486 -1.286 -2.241
H: -2.973 -1.188 1.230
H: 2.577 3.326 2.352
H: -0.809 0.366 1.239
H: -1.582 -1.698 0.365
H: 2.325 1.933 -1.868
H: -2.158 1.372 0.728
H: -2.871 -0.841 -0.554
H: -0.547 -3.308 -0.653

Summary:
**Total charge**: 0
**Orbital gap**: 9.111 eV
**Highest occupied orbital energy**: -8.84 eV
**Structure (SMILES)**: CCSS.O.O.O
**Energy above the lowest of the compared OMol25 structures with the same formula, charge and spin**: 31.06 kcal/mol
**Energy**: -30080.883 eV
**Maximum force**: 0.0411 hartree/bohr

Charges in e, computed with Löwdin, in the same order as the atoms: S 0.356; S 0.279; O -0.074; O -0.052; O -0.059; C -0.172; C -0.507; H 0.029; H 0.039; H 0.028; H -0.195; H 0.075; H 0.031; H 0.054; H 0.046; H 0.020; H 0.052; H 0.061; H -0.008